Density functional theory data (ωB97M-V/def2-TZVPD) for 14 unconnected molecules or ions with the total composition C53H106Cl2O39.

Structure (ORCA input):
```
! wB97M-V def2-TZVPD RIJCOSX def2/J DEFGRID3
* xyz 0 1
C 0.21 6.21 -4.91
C -0.76 5.15 -4.32
O -2.05 5.64 -3.95
C -2.22 6.12 -2.66
O -1.44 6.05 -1.69
O -3.43 6.79 -2.65
C -3.98 7.24 -1.41
H 1.18 5.89 -5.30
H 0.45 6.99 -4.18
H -0.31 6.81 -5.66
H -0.26 4.66 -3.48
H -0.84 4.45 -5.15
H -4.79 7.94 -1.60
H -3.26 7.64 -0.69
H -4.40 6.35 -0.96
C -7.09 -1.93 7.12
C -6.53 -2.23 5.72
O -5.71 -1.15 5.25
C -4.90 -1.28 4.19
O -4.67 -2.36 3.64
O -4.33 -0.03 3.97
C -3.35 0.03 3.00
H -7.89 -2.63 7.36
H -7.47 -0.91 7.12
H -6.31 -1.94 7.89
H -7.32 -2.46 5.01
H -5.92 -3.10 5.97
H -2.44 -0.55 3.15
H -2.99 1.06 2.93
H -3.71 -0.30 2.02
C 0.62 1.34 -7.47
C 1.94 1.63 -6.80
O 1.77 2.43 -5.64
C 2.82 2.76 -4.98
O 4.01 2.57 -5.34
O 2.38 3.34 -3.82
C 3.27 3.73 -2.78
H 0.78 0.69 -8.33
H 0.11 2.19 -7.93
H -0.08 0.81 -6.82
H 2.64 2.16 -7.45
H 2.43 0.70 -6.51
H 3.92 4.51 -3.17
H 3.94 2.91 -2.52
H 2.76 4.05 -1.88
C -3.91 -4.36 -4.23
C -3.84 -5.28 -3.07
O -3.29 -4.58 -1.98
C -3.54 -5.04 -0.78
O -4.11 -6.08 -0.54
O -2.84 -4.26 0.10
C -2.98 -4.33 1.49
H -2.97 -3.85 -4.45
H -4.64 -3.58 -3.99
H -4.14 -4.81 -5.19
H -3.16 -6.08 -3.35
H -4.81 -5.69 -2.79
H -2.78 -5.30 1.95
H -3.95 -3.92 1.77
H -2.21 -3.66 1.85
C -0.13 0.30 -3.41
C -0.88 -1.00 -3.32
O -0.70 -1.70 -4.57
C -1.68 -1.65 -5.56
O -2.72 -0.99 -5.58
O -1.25 -2.52 -6.62
C -1.97 -2.53 -7.86
H 0.21 0.61 -2.43
H -0.68 1.11 -3.89
H 0.75 0.13 -4.02
H -1.92 -0.83 -3.02
H -0.48 -1.69 -2.58
H -1.82 -1.58 -8.39
H -3.05 -2.64 -7.81
H -1.63 -3.32 -8.54
C -0.04 -4.77 -2.86
C 1.40 -4.20 -2.80
O 1.94 -3.89 -4.06
C 2.39 -4.86 -4.89
O 2.29 -6.08 -4.74
O 3.05 -4.23 -5.86
C 3.87 -4.91 -6.83
H -0.68 -4.13 -3.48
H -0.47 -4.90 -1.87
H 0.06 -5.76 -3.29
H 2.02 -4.78 -2.12
H 1.44 -3.20 -2.37
H 3.37 -5.18 -7.76
H 4.32 -5.82 -6.44
H 4.67 -4.21 -7.08
C 3.41 -5.27 6.60
C 2.10 -4.57 7.00
O 1.50 -4.09 5.77
C 0.19 -3.77 5.68
O -0.55 -3.76 6.61
O -0.16 -3.37 4.36
C -1.42 -2.75 4.02
H 4.16 -4.64 6.10
H 3.25 -6.08 5.88
H 3.87 -5.80 7.43
H 2.19 -3.71 7.67
H 1.48 -5.34 7.47
H -1.67 -1.91 4.67
H -2.27 -3.38 3.78
H -1.23 -2.28 3.05
C -1.88 5.19 1.65
C -2.64 6.14 2.57
O -2.69 7.47 2.02
C -2.03 8.48 2.70
O -1.31 8.36 3.70
O -2.17 9.71 2.15
C -2.92 9.98 0.98
H -2.23 5.35 0.63
H -1.84 4.13 1.88
H -0.85 5.55 1.75
H -2.17 5.94 3.54
H -3.70 5.87 2.62
H -2.57 9.36 0.16
H -2.85 11.06 0.89
H -3.95 9.66 1.16
C 0.45 3.29 -0.46
C -0.10 2.04 0.27
O 0.57 0.81 0.06
C -0.06 -0.37 0.28
O -1.09 -0.53 0.81
O 0.78 -1.33 -0.08
C 0.53 -2.73 0.16
H 0.43 3.09 -1.53
H 1.45 3.57 -0.11
H -0.22 4.11 -0.22
H -1.18 1.98 0.12
H 0.06 2.22 1.34
H 1.38 -3.40 0.00
H -0.33 -2.99 -0.45
H 0.24 -2.89 1.20
C 5.01 1.43 0.93
C 4.21 0.43 0.15
O 4.36 0.55 -1.28
C 3.79 -0.31 -2.09
O 2.99 -1.21 -1.73
O 4.09 -0.07 -3.36
C 3.69 -0.94 -4.40
H 6.09 1.32 0.83
H 4.80 1.43 2.00
H 4.71 2.42 0.59
H 3.21 0.40 0.59
H 4.62 -0.51 0.53
H 3.92 -1.99 -4.20
H 4.22 -0.70 -5.32
H 2.61 -0.94 -4.53
C 1.50 6.16 3.24
C 2.08 5.50 2.01
O 2.77 6.48 1.31
C 3.75 6.06 0.44
O 4.18 4.92 0.30
O 4.16 7.13 -0.22
C 5.23 7.03 -1.19
H 1.06 7.12 2.98
H 2.22 6.36 4.03
H 0.74 5.59 3.78
H 1.26 5.03 1.46
H 2.73 4.67 2.28
H 5.45 7.92 -1.77
H 5.19 6.31 -2.01
H 6.12 6.98 -0.56
C 2.12 0.13 3.90
C 1.07 1.25 3.83
O 0.38 1.29 5.07
C -0.64 2.17 5.27
O -1.14 2.90 4.42
O -0.89 2.18 6.58
C -1.75 3.11 7.15
H 1.59 -0.81 3.77
H 2.77 0.04 4.77
H 2.82 0.33 3.08
H 0.32 1.22 3.03
H 1.53 2.23 3.70
H -1.47 4.14 6.95
H -1.93 2.92 8.21
H -2.78 2.95 6.81
C 0.74 -7.51 4.58
C 0.70 -6.74 3.29
O 0.23 -7.55 2.26
C -0.05 -7.01 0.98
O 0.13 -5.83 0.61
O -0.54 -7.98 0.22
C -0.96 -7.68 -1.13
H 0.95 -6.78 5.37
H 1.48 -8.30 4.57
H -0.23 -7.97 4.77
H 1.72 -6.41 3.11
H 0.13 -5.81 3.36
H -0.02 -7.67 -1.69
H -1.34 -6.66 -1.08
H -1.64 -8.34 -1.66
C 3.76 -4.32 1.66
Cl 2.85 -3.23 2.69
Cl 4.26 -3.51 0.17
H 4.67 -4.46 2.23
H 3.17 -5.21 1.42
*
```

- F_max: 5.042 eV/Å
- LUMO level: 0.52 eV

Mulliken population analysis, charges in e, atoms 1 to 99: number 1, C, carries -1.4506; number 2, C, carries 0.7941; number 3, O, carries -0.3838; number 4, C, carries 0.7181; number 5, O, carries -0.5530; number 6, O, carries -0.3888; number 7, C, carries -0.3350; number 8, H, carries 0.3587; number 9, H, carries 0.3517; number 10, H, carries 0.4028; number 11, H, carries -0.3411; number 12, H, carries 0.2407; number 13, H, carries 0.3173; number 14, H, carries -0.0547; number 15, H, carries 0.3065; number 16, C, carries -1.2523; number 17, C, carries -0.1443; number 18, O, carries -0.2936; number 19, C, carries 0.6203; number 20, O, carries -0.5093; number 21, O, carries -0.3129; number 22, C, carries 0.0585; number 23, H, carries 0.3651; number 24, H, carries 0.3266; number 25, H, carries 0.3139; number 26, H, carries 0.3269; number 27, H, carries 0.2465; number 28, H, carries -0.3678; number 29, H, carries 0.1544; number 30, H, carries 0.3773; number 31, C, carries -1.2597; number 32, C, carries 0.0310; number 33, O, carries -0.1208; number 34, C, carries 0.4959; number 35, O, carries -0.6647; number 36, O, carries 0.1282; number 37, C, carries -0.4205; number 38, H, carries 0.4423; number 39, H, carries 0.3693; number 40, H, carries 0.1366; number 41, H, carries 0.4387; number 42, H, carries 0.0229; number 43, H, carries 0.3112; number 44, H, carries 0.3094; number 45, H, carries -0.1209; number 46, C, carries -0.8876; number 47, C, carries -0.3057; number 48, O, carries -0.1020; number 49, C, carries 0.3554; number 50, O, carries -0.6473; number 51, O, carries 0.1763; number 52, C, carries -0.7466; number 53, H, carries -0.0283; number 54, H, carries 0.3027; number 55, H, carries 0.4450; number 56, H, carries 0.1336; number 57, H, carries 0.5292; number 58, H, carries 0.4045; number 59, H, carries 0.4985; number 60, H, carries -0.0604; number 61, C, carries 0.6558; number 62, C, carries 0.4303; number 63, O, carries 0.1491; number 64, C, carries 0.3922; number 65, O, carries -0.6073; number 66, O, carries -0.0975; number 67, C, carries -0.8214; number 68, H, carries -0.8071; number 69, H, carries 0.5172; number 70, H, carries -0.6467; number 71, H, carries 0.6219; number 72, H, carries -0.7251; number 73, H, carries 0.2658; number 74, H, carries 0.2875; number 75, H, carries 0.2898; number 76, C, carries 0.4383; number 77, C, carries -0.1312; number 78, O, carries 0.0990; number 79, C, carries 0.4732; number 80, O, carries -0.6275; number 81, O, carries -0.1542; number 82, C, carries -0.7825; number 83, H, carries -0.4377; number 84, H, carries -0.4885; number 85, H, carries 0.7772; number 86, H, carries 0.2642; number 87, H, carries -0.4324; number 88, H, carries 0.2736; number 89, H, carries 0.3562; number 90, H, carries 0.2504; number 91, C, carries -1.0464; number 92, C, carries -0.3871; number 93, O, carries -0.1521; number 94, C, carries 0.3894; number 95, O, carries -0.5874; number 96, O, carries 0.4182; number 97, C, carries -1.2234; number 98, H, carries 0.2726; number 99, H, carries 0.2280